No. 1
ORCA calculation (ωB97M-V/def2-TZVPD) on a molecular structure, C23H18BMnN8O5.

Summary:
total charge: -1
2S+1: 2
HOMO-LUMO gap (spin up / spin down): 0.211 / 0.212 Eh
LUMO energy (spin up / spin down): 1.87 / 1.87 eV

Positions of all 56 atoms, in Å:
Mn1 0.5417 -0.8760 -0.6693
C1 2.2284 0.8674 2.8176
C2 1.5721 -0.1782 2.1592
N1 1.5529 0.0452 0.8526
N2 2.1875 1.2040 0.6369
C3 2.6027 1.7267 1.8032
B1 2.3200 1.7863 -0.7909
N3 3.0564 0.7535 -1.6599
C4 4.2053 0.8720 -2.3515
C5 4.4554 -0.3321 -2.9746
C6 3.3773 -1.1480 -2.5964
N4 2.5499 -0.4820 -1.8097
N5 0.8979 1.9761 -1.3706
C7 0.2936 3.1055 -1.7773
C8 -0.9908 2.7881 -2.1732
C9 -1.0848 1.4075 -1.9660
N6 0.0562 0.9408 -1.4789
H1 2.4008 0.9830 3.8738
H2 1.1453 -1.0802 2.5665
H3 3.1339 2.6639 1.8343
H4 2.9072 2.8297 -0.7662
H5 4.7653 1.7928 -2.3567
H6 5.2875 -0.5888 -3.6068
H7 3.1763 -2.1737 -2.8621
H8 0.8126 4.0500 -1.7628
H9 -1.7464 3.4554 -2.5506
H10 -1.9057 0.7389 -2.1674
N7 -1.5431 -1.2014 0.5523
C10 -2.4931 -0.4996 1.3960
C11 -3.6049 -1.2018 1.8090
C12 -4.5902 -0.6389 2.6289
C13 -4.4646 0.6559 3.0456
C14 -3.3521 1.4212 2.6497
C15 -3.1970 2.7612 3.0591
C16 -2.0997 3.4589 2.6431
C17 -1.1652 2.8124 1.8223
N8 -1.2626 1.5700 1.4173
C18 -2.3389 0.8547 1.8127
H11 -2.0506 -1.5867 -0.2386
H12 -1.1910 -2.0031 1.0677
H13 -3.7112 -2.2301 1.4830
H14 -5.4450 -1.2295 2.9317
H15 -5.2174 1.1060 3.6825
H16 -3.9472 3.2169 3.6944
H17 -1.9452 4.4895 2.9341
H18 -0.2901 3.3521 1.4824
O1 0.3726 -6.5497 -2.7522
C19 0.4201 -5.4166 -2.3366
C20 -0.1893 -4.1994 -3.0175
O2 -0.7211 -4.1977 -4.1141
C21 0.0164 -3.1125 -2.0809
C22 0.7470 -3.5542 -0.9425
O3 1.0105 -2.6920 -0.0313
C23 1.0703 -4.9666 -1.0455
O4 1.7180 -5.6694 -0.2892
O5 -0.3339 -1.8774 -2.1167

Force components x, y, z for each atom (eV/Å):
Mn 0.67 0.59 -0.13
C 0.02 0.02 0.05
C 0.12 0.03 0.03
N -0.23 -0.19 0.08
N 0.04 0.41 0.11
C -0.03 -0.03 0.04
B -0.16 -0.43 -0.06
N 0.17 0.12 -0.07
C 0.03 -0.07 -0.05
C -0.01 -0.01 0.01
C 0.06 -0.01 -0.05
N -0.82 -0.19 0.46
N 0.05 0.39 0.14
C -0.05 -0.01 -0.01
C -0.03 0.04 -0.02
C 0.05 0.07 -0.08
N -0.24 -0.20 0.09
H 0.03 -0.03 -0.02
H -0.06 -0.01 -0.08
H 0.00 -0.02 -0.06
H 0.04 0.10 0.01
H -0.06 0.02 0.05
H 0.00 0.01 0.01
H -0.07 0.00 0.04
H 0.04 -0.05 0.01
H 0.02 -0.02 -0.03
H 0.03 -0.06 0.06
N 0.33 0.45 -0.03
C -0.32 -0.61 -0.02
C 0.30 0.08 -0.16
C -0.15 0.26 0.19
C -0.21 -0.22 0.04
C 0.24 -0.16 -0.20
C 0.26 0.16 -0.10
C -0.42 0.11 0.30
C 0.31 -0.41 -0.34
N 0.18 0.26 0.00
C -0.29 0.00 0.17
H 0.14 -0.03 -0.17
H 0.19 -0.05 -0.06
H 0.02 0.00 0.00
H 0.01 -0.02 -0.02
H 0.02 0.03 0.00
H -0.02 -0.02 0.00
H 0.02 0.00 -0.01
H 0.10 0.03 -0.05
O 0.06 -0.06 -0.02
C -0.11 -0.02 -0.14
C -0.06 -0.16 -0.23
O -0.07 0.04 0.03
C 0.37 0.02 0.87
C -0.50 0.42 -0.57
O 0.38 -0.39 0.61
C 0.17 -0.10 0.19
O -0.05 -0.03 0.05
O -0.49 -0.04 -0.83

---

No. 2
ORCA calculation (ωB97M-V/def2-TZVPD) on 3 unconnected molecules or ions with the total composition C4H16NO2.

Summary:
total charge: +1
energy relative to the best compared isomer or geometry (same formula, charge and spin): 140.2 kJ/mol
HOMO-LUMO gap: 0.429 Eh
LUMO energy: -3.03 eV

Positions of all 23 atoms, in Å:
C1 0.8605 1.2359 0.8537
C2 0.3142 -0.0002 1.7019
C3 -0.8700 -0.7309 1.1354
C4 -0.5638 -2.0255 0.3846
N1 0.1900 1.4325 -0.4877
H1 0.8657 2.1956 1.3493
H2 1.8697 0.9233 0.5800
H3 1.1633 -0.6054 1.9979
H4 0.1276 0.3742 2.7294
H5 -1.5026 -1.0389 1.9868
H6 -1.5355 -0.1143 0.5059
H7 0.5133 -2.1643 0.1879
H8 -0.8537 -1.8995 -0.6752
H9 -1.0704 -2.9129 0.7312
H10 -0.6345 0.8131 -0.5057
H11 0.7461 1.1157 -1.2897
H12 -0.1023 2.3846 -0.6939
H13 3.5261 0.1506 -1.3511
H14 3.5001 1.7290 -1.3361
O1 2.9767 0.9332 -1.4642
H15 -2.8942 -1.2071 -2.5629
H16 -3.7519 -0.1073 -1.8601
O2 -2.8744 -0.4816 -1.9174

Force components x, y, z for each atom (eV/Å):
C 0.91 -1.52 -0.18
C 0.36 2.22 1.07
C -0.95 -1.23 0.79
C 0.86 0.68 -2.40
N -0.69 -0.89 -0.23
H -0.10 -0.02 0.26
H -0.02 0.71 0.13
H 0.18 -0.65 -0.92
H -0.64 0.32 -0.69
H 0.11 0.45 -0.33
H 0.08 -0.06 0.45
H -0.20 -0.36 0.94
H -0.50 -0.15 0.36
H 0.18 -0.14 0.34
H -0.18 0.40 -0.13
H 0.60 0.09 0.32
H -0.08 0.04 0.22
H 0.28 0.29 -0.06
H 0.39 -0.24 -0.04
O -0.73 -0.06 0.00
H -0.25 0.43 0.31
H -0.37 -0.08 -0.18
O 0.75 -0.24 -0.04

---

No. 3
ORCA calculation (ωB97M-V/def2-TZVPD) on C5H5NO in the gas phase.

Summary:
total charge: 0
energy relative to the best compared isomer or geometry (same formula, charge and spin): 583.3 kJ/mol
HOMO-LUMO gap (spin up / spin down): 0.255 / 0.276 Eh
LUMO energy (spin up / spin down): -0.62 / 0.16 eV

Positions of all 12 atoms, in Å:
C1 0.7214 -0.0659 1.4759
C2 -0.3279 -0.9312 1.1038
C3 -0.2634 0.2051 -1.1193
C4 -1.4171 -0.5666 -0.6367
C5 1.1980 1.0128 0.6666
N1 -1.4477 -1.1182 0.5254
O1 0.3725 1.2853 -0.3701
H1 1.2344 -0.3968 2.3732
H2 0.5335 -0.4705 -1.3561
H3 -0.5605 0.8043 -2.0679
H4 -2.3507 -1.0070 -1.1912
H5 2.3074 1.2485 0.5966

Force components x, y, z for each atom (eV/Å):
C 0.03 0.63 -0.31
C 2.05 0.02 2.34
C -0.53 2.03 -3.16
C -3.79 -1.21 -1.98
C -0.94 -3.05 1.03
N 1.19 0.76 1.36
O 0.09 0.64 -0.06
H 0.47 0.09 -0.27
H 0.59 -0.57 -0.29
H 0.42 -1.44 1.36
H 2.05 1.89 -0.15
H -1.64 0.20 0.13

---

No. 4
ORCA calculation (ωB97M-V/def2-TZVPD) on 3 unconnected molecules or ions with the total composition C30H23IO5P.

Summary:
total charge: +1
energy relative to the best compared isomer or geometry (same formula, charge and spin): 0.0 kJ/mol
HOMO-LUMO gap: 0.197 Eh
LUMO energy: -5.44 eV

Positions of all 60 atoms, in Å:
C1 3.5280 -6.9254 3.9074
C2 4.4082 -6.7477 2.6145
O1 5.0469 -7.9748 2.1697
P1 6.5266 -8.2175 2.8375
I1 8.0606 -6.3392 2.5923
H1 3.8907 -7.7148 4.5894
H2 2.4876 -7.0913 3.5697
H3 3.5270 -5.9377 4.4158
H4 5.1034 -5.9059 2.8056
H5 3.7302 -6.4185 1.8045
H6 7.0913 -9.3185 2.1262
H7 6.4582 -8.6504 4.1993
C3 -0.7479 1.5036 1.7749
C4 0.4103 1.8030 2.4875
C5 1.5153 0.9682 2.4041
C6 1.4625 -0.1776 1.6151
C7 0.2922 -0.4905 0.9186
C8 -0.8081 0.3596 0.9924
C9 0.2025 -1.7315 0.1125
O2 -0.8108 -2.0066 -0.4977
C10 1.3755 -2.6417 0.0707
C11 1.2900 -3.8397 -0.6352
C12 2.3840 -4.6912 -0.6913
C13 3.5709 -4.3440 -0.0504
C14 3.6583 -3.1546 0.6579
C15 2.5580 -2.3051 0.7283
C16 2.6539 -1.0524 1.5190
O3 3.6925 -0.7572 2.0808
H8 -1.6064 2.1615 1.8333
H9 0.4509 2.6901 3.1071
H10 2.4156 1.2071 2.9553
H11 -1.7117 0.1277 0.4438
H12 0.3697 -4.1096 -1.1371
H13 2.3139 -5.6248 -1.2364
H14 4.4286 -5.0055 -0.1013
H15 4.5809 -2.8891 1.1590
C17 -0.5766 6.3347 -3.5630
C18 -0.2096 5.6521 -2.4066
C19 -1.1673 4.9792 -1.6624
C20 -2.4999 4.9957 -2.0657
C21 -2.8711 5.6997 -3.2122
C22 -1.9038 6.3597 -3.9655
C23 -4.2935 5.7675 -3.6292
O4 -4.6167 6.3769 -4.6297
C24 -5.3135 5.0844 -2.7968
C25 -6.6588 5.1847 -3.1414
C26 -7.6202 4.5389 -2.3774
C27 -7.2418 3.7829 -1.2715
C28 -5.9035 3.6842 -0.9208
C29 -4.9363 4.3421 -1.6767
C30 -3.5124 4.2580 -1.2722
O5 -3.1795 3.5999 -0.3031
H16 0.1736 6.8522 -4.1478
H17 0.8252 5.6439 -2.0872
H18 -0.8780 4.4450 -0.7665
H19 -2.1870 6.8956 -4.8621
H20 -6.9566 5.7689 -4.0024
H21 -8.6663 4.6225 -2.6444
H22 -7.9929 3.2738 -0.6803
H23 -5.6131 3.0995 -0.0577

Force components x, y, z for each atom (eV/Å):
C 0.10 0.61 -1.00
C -1.93 1.28 1.08
O 2.85 -0.10 1.29
P -0.88 0.11 -1.22
I -0.84 -1.01 0.23
H -0.26 0.38 -0.31
H 0.57 -0.36 0.52
H 0.05 -0.72 -0.08
H 0.16 -0.77 -0.42
H 0.66 -0.39 0.21
H -0.44 0.57 0.30
H -0.08 0.45 -0.58
C 0.04 -0.03 0.01
C 0.03 -0.14 -0.09
C -0.09 0.16 0.06
C -0.15 0.05 0.00
C 0.04 0.16 0.11
C -0.04 0.11 0.07
C -0.68 0.06 -0.28
O 0.17 -0.06 0.06
C 0.28 -0.24 0.00
C 0.12 -0.17 -0.03
C -0.04 0.08 0.06
C -0.12 0.11 0.07
C 0.08 -0.26 -0.04
C -0.05 -0.22 -0.14
C 0.46 0.39 0.39
O -0.09 -0.16 -0.08
H 0.02 -0.02 -0.06
H 0.00 -0.02 -0.03
H 0.04 -0.12 -0.09
H 0.09 -0.09 -0.02
H -0.02 0.16 0.05
H -0.01 0.05 -0.02
H 0.01 0.04 -0.08
H -0.10 0.16 0.02
C -0.11 -0.05 0.05
C -0.13 -0.03 -0.01
C 0.18 0.07 -0.07
C 0.14 0.13 -0.12
C 0.23 -0.02 0.08
C 0.19 0.03 0.01
C -0.19 0.33 -0.56
O 0.05 -0.08 0.12
C -0.17 -0.10 0.16
C -0.18 -0.07 0.06
C 0.14 0.00 0.00
C 0.11 0.05 -0.05
C -0.20 -0.01 -0.01
C -0.19 0.00 -0.05
C 0.16 -0.32 0.49
O -0.01 0.03 -0.05
H -0.03 -0.01 0.02
H -0.03 -0.01 -0.01
H -0.15 -0.04 -0.02
H -0.14 -0.05 0.07
H 0.16 0.00 0.00
H 0.04 0.00 0.00
H 0.03 0.02 -0.02
H 0.13 0.07 -0.05

---

No. 5
ORCA calculation (ωB97M-V/def2-TZVPD) on 2 unconnected molecules or ions with the total composition C3H5BrS.

Summary:
total charge: 0
energy relative to the best compared isomer or geometry (same formula, charge and spin): 212.0 kJ/mol
HOMO-LUMO gap: 0.356 Eh
SMILES: C=C=CBr.S
LUMO energy: 0.21 eV

Positions of all 10 atoms, in Å:
C1 1.0379 -0.9645 0.5278
C2 -0.0718 -1.3971 -0.0080
C3 -1.1273 -1.4121 -0.7905
Br1 -2.7138 -0.3162 -0.1914
H1 1.6104 -1.4503 1.3192
H2 1.4999 -0.0846 0.0552
H3 -1.3820 -2.1081 -1.4603
S1 0.6754 2.4873 -0.3353
H4 -0.5583 3.0334 0.0173
H5 1.0298 2.2122 0.8661

Force components x, y, z for each atom (eV/Å):
C 0.57 -0.18 -0.17
C -0.31 0.94 -1.03
C 0.10 2.59 4.35
Br 1.14 -0.88 -0.52
H -0.53 0.14 0.01
H -0.15 -0.57 0.14
H -0.79 -2.18 -2.76
S -1.51 1.00 -1.55
H 1.19 -0.59 -0.18
H 0.30 -0.27 1.70